{"formula": "C25H45NP2RuSe", "method": "ωB97M-V with the def2-TZVPD basis set", "species": ["Ru", "C", "C", "C", "C", "C", "C", "H", "H", "H", "C", "H", "H", "H", "C", "H", "H", "H", "C", "H", "H", "H", "C", "H", "H", "H", "C", "C", "C", "C", "C", "C", "C", "C", "H", "H", "H", "H", "H", "H", "H", "H", "H", "H", "H", "H", "P", "C", "H", "H", "H", "C", "H", "H", "H", "C", "H", "H", "H", "P", "C", "H", "H", "H", "C", "H", "H", "H", "C", "H", "H", "H", "Se", "C", "N"], "positions_angstrom": [[-0.845, -0.358, -1.550], [-1.799, 1.522, 0.493], [-2.338, 0.667, -0.574], [-1.908, -0.598, 1.379], [-1.640, 0.758, 1.650], [-2.332, -0.707, 0.013], [-1.741, 2.989, 0.422], [-1.507, 3.310, -0.598], [-0.999, 3.410, 1.116], [-2.713, 3.424, 0.695], [-1.640, 1.329, 3.029], [-1.248, 2.352, 3.083], [-1.090, 0.706, 3.753], [-2.688, 1.357, 3.381], [-2.170, -1.605, 2.429], [-3.196, -1.471, 2.811], [-1.489, -1.514, 3.287], [-2.102, -2.629, 2.058], [-3.239, -1.763, -0.472], [-4.289, -1.473, -0.325], [-3.054, -2.702, 0.050], [-3.064, -1.926, -1.539], [-3.393, 1.119, -1.525], [-4.297, 1.371, -0.957], [-3.652, 0.337, -2.245], [-3.070, 1.987, -2.108], [0.979, 0.449, -1.761], [-0.046, 1.362, -2.217], [-0.349, 1.612, -3.676], [-1.118, 0.450, -4.360], [-1.319, -0.771, -3.467], [-0.229, -1.621, -3.063], [1.193, -1.391, -3.505], [1.897, -0.236, -2.753], [0.576, 1.871, -4.211], [-0.615, 0.189, -5.302], [-0.982, 2.513, -3.712], [2.299, 0.491, -3.474], [1.420, 0.759, -0.808], [-0.165, 2.227, -1.555], [2.775, -0.600, -2.202], [1.765, -2.308, -3.315], [-0.479, -2.657, -2.827], [1.235, -1.220, -4.588], [-2.124, 0.828, -4.603], [-2.283, -1.266, -3.610], [2.053, 2.233, 1.595], [1.946, 3.138, 3.182], [2.878, 3.680, 3.376], [1.755, 2.405, 3.973], [1.098, 3.834, 3.128], [3.732, 1.512, 1.585], [4.457, 2.238, 1.966], [3.988, 1.224, 0.557], [3.704, 0.617, 2.219], [2.354, 3.636, 0.447], [2.577, 3.245, -0.555], [3.202, 4.237, 0.799], [1.461, 4.270, 0.371], [1.072, -2.570, 1.091], [0.046, -3.790, 0.166], [0.699, -4.536, -0.307], [-0.539, -3.283, -0.613], [-0.647, -4.288, 0.852], [2.558, -2.732, -0.001], [2.279, -2.574, -1.054], [2.988, -3.737, 0.123], [3.293, -1.971, 0.291], [1.529, -3.687, 2.472], [1.827, -4.663, 2.068], [0.648, -3.773, 3.122], [2.334, -3.215, 3.045], [0.189, -1.085, 5.519], [1.394, -0.611, 4.320], [2.201, -0.326, 3.515]], "atomic_forces_ev_per_a": [[1.1515, -2.3946, 3.4271], [-0.4450, -0.9756, 0.0013], [-0.7394, -0.5263, 1.1820], [-0.7024, 0.2876, -0.5549], [0.1929, 0.6901, -0.0358], [-0.1349, 1.8432, 0.3244], [0.2343, 0.5913, -0.1328], [-0.1283, 0.1814, 0.2222], [-0.1795, -0.0440, -0.1880], [0.1281, -0.0413, -0.0952], [0.2432, -0.0682, 0.5486], [-0.0981, -0.2291, -0.0386], [-0.1492, 0.2901, -0.2915], [0.3930, 0.0889, -0.0464], [0.2102, -0.4794, 0.2127], [0.2085, 0.0232, -0.0657], [-0.1683, 0.0608, -0.2668], [0.0064, 0.0773, 0.0026], [-0.0619, -0.7043, -0.3697], [0.1847, -0.0903, -0.1478], [-0.0944, -0.0412, -0.1491], [-0.4056, -0.2812, -0.0681], [-0.4626, 0.3110, -0.1363], [-0.0313, 0.1087, -0.2708], [-0.0289, 0.0796, 0.1472], [-0.1186, 0.0062, 0.1573], [0.2957, 1.2972, -0.9836], [0.9885, 0.8422, 0.0915], [-0.3651, 0.4327, -0.0906], [-0.2718, 0.3865, -0.0405], [0.9498, -0.3649, -1.5928], [-0.8831, 0.0825, -1.2298], [0.7769, -0.1149, 0.1563], [0.4829, -0.1354, 0.1071], [-0.1660, -0.1508, 0.0903], [-0.2674, -0.1425, 0.1944], [0.2765, -0.2802, -0.1412], [-0.1959, -0.0130, 0.2107], [-0.0807, -0.4594, 0.0127], [-0.2358, -0.2486, -0.3391], [-0.2646, -0.1009, -0.2190], [-0.1999, 0.1343, -0.1679], [-0.0939, 0.1804, 0.0722], [-0.1023, -0.0345, 0.1597], [0.4101, -0.2140, -0.1422], [0.0102, 0.1791, 0.4110], [2.7735, 2.2364, 0.5074], [-1.3103, -0.7990, 0.2114], [-0.0396, -0.1824, -0.2896], [0.1236, 0.3015, 0.0282], [0.2859, -0.1041, 0.1075], [-0.5871, -1.4658, -0.1872], [-0.3177, 0.1452, -0.0247], [0.0080, 0.0933, 0.2373], [0.3233, 0.3455, -0.2539], [-1.2635, -0.3883, -0.8963], [0.0114, 0.1673, 0.2179], [-0.1306, -0.3178, 0.2108], [0.2776, -0.0417, 0.0122], [-0.0240, -0.2136, -0.6479], [-0.2662, 0.0837, -0.1025], [-0.2753, 0.0566, 0.1451], [0.0720, -0.1934, 0.1004], [0.0449, 0.0012, -0.1899], [0.1312, 0.2539, 0.3196], [0.0550, -0.0477, 0.3628], [-0.0171, 0.3070, -0.1611], [0.0242, -0.2693, -0.1767], [0.0186, 0.4478, 0.0259], [-0.0323, 0.1891, 0.3273], [0.2496, -0.1981, -0.0672], [-0.0476, -0.3236, -0.0315], [-0.5297, -0.3122, 0.7677], [1.7038, 0.4896, -1.6183], [-1.3301, -0.3008, 1.1380]], "s_squared": 6.07, "e_lumo_ev": [-6.3, -9.5], "e_homo_ev": [-13.23, -13.60], "spin_multiplicity": 5, "total_charge": 2, "orbital_gap_ha": [0.2564, 0.1494]}